Computed, not measured: a structure of composition C43H47As3O15S2V at a distorted geometry, with ωB97M-V with the def2-TZVPD basis set.

Frontier orbital gap (spin up / spin down): 7.2657 / 7.2578 eV
E_HOMO (spin up / spin down): -11.120 / -11.112 eV
Lowest unoccupied orbital energy (spin up / spin down): -3.85 / -3.85 eV
Net charge: +1
F_max: 0.0642 hartree/bohr

Element x y z (Å)
V: 11.936 17.277 10.638
O: 12.939 17.144 14.364
S: 13.320 18.197 13.517
O: 13.190 19.534 13.936
O: 12.483 17.950 12.137
C: 15.015 17.836 13.097
C: 15.701 17.382 14.190
C: 17.053 17.026 14.003
C: 17.700 17.273 12.838
C: 17.023 17.752 11.766
C: 15.663 17.992 11.874
S: 14.818 18.640 10.432
O: 15.879 18.656 9.451
O: 14.123 19.846 10.779
O: 13.790 17.623 9.978
H: 15.177 17.266 15.154
H: 17.677 16.610 14.767
H: 18.748 17.076 12.765
H: 17.456 17.877 10.784
C: 10.793 16.080 6.695
C: 12.278 16.122 6.456
C: 12.852 15.966 7.831
O: 11.854 16.651 8.710
C: 10.665 17.006 7.897
H: 10.408 15.088 6.907
H: 10.180 16.482 5.909
H: 12.541 17.104 6.170
H: 12.633 15.419 5.711
H: 13.799 16.543 8.054
H: 12.836 14.973 8.220
H: 10.702 18.076 7.609
H: 9.826 16.855 8.558
C: 11.677 22.910 13.245
C: 12.416 22.873 12.057
C: 12.098 21.932 11.079
C: 11.118 20.986 11.330
C: 10.353 21.062 12.489
C: 10.616 22.060 13.426
As: 11.079 19.612 9.983
C: 9.090 19.443 9.621
C: 8.307 19.110 10.717
C: 6.934 18.922 10.589
C: 6.304 18.940 9.389
C: 7.113 19.223 8.290
C: 8.458 19.516 8.363
C: 11.690 20.515 8.371
C: 12.758 20.084 7.645
C: 13.099 20.776 6.492
C: 12.339 21.920 6.120
C: 11.297 22.386 6.888
C: 10.983 21.658 8.019
H: 11.958 23.617 14.022
H: 13.191 23.629 11.909
H: 12.639 21.899 10.189
H: 9.621 20.349 12.730
H: 10.009 22.146 14.316
H: 8.695 19.043 11.715
H: 6.314 18.761 11.488
H: 5.264 18.654 9.299
H: 6.661 19.269 7.311
H: 8.988 19.782 7.470
H: 13.275 19.193 7.990
H: 13.907 20.384 5.876
H: 12.697 22.383 5.205
H: 10.751 23.299 6.735
H: 10.101 21.932 8.606
C: 9.783 13.886 13.948
O: 11.127 14.139 14.479
C: 12.209 13.911 13.722
O: 13.329 14.303 14.032
C: 12.111 13.265 12.346
C: 11.903 11.964 12.104
As: 11.987 10.719 10.535
C: 10.054 10.517 10.105
C: 12.698 12.224 9.526
C: 11.980 13.374 9.661
As: 12.700 14.607 10.959
C: 14.638 14.554 11.048
C: 10.536 13.394 9.365
O: 10.216 13.456 8.225
O: 9.741 13.479 10.434
C: 8.308 13.548 10.167
C: 14.183 12.302 9.176
O: 14.727 13.051 8.435
O: 14.769 11.212 9.764
C: 16.167 11.004 9.486
C: 11.515 11.061 13.305
O: 10.460 11.150 13.858
O: 12.290 10.002 13.420
C: 12.062 9.079 14.512
H: 9.254 13.119 14.442
H: 9.795 13.584 12.881
H: 9.196 14.819 13.895
H: 9.879 9.552 9.613
H: 9.680 11.261 9.403
H: 9.439 10.565 11.013
H: 15.114 13.606 11.122
H: 14.863 15.151 11.924
H: 15.012 15.065 10.140
H: 7.816 13.569 11.173
H: 7.989 12.697 9.598
H: 8.025 14.428 9.559
H: 16.334 9.941 9.415
H: 16.722 11.365 10.310
H: 16.434 11.505 8.548
H: 12.997 8.527 14.637
H: 11.299 8.364 14.277
H: 11.736 9.605 15.411
C: 10.223 16.786 11.074
H: 9.428 16.403 10.433
H: 9.858 17.042 12.052

Cartesian forces, eV/Å:
-0.158 -0.249 0.755
-0.942 -0.954 0.813
0.681 -0.171 -1.068
-0.367 0.870 -0.300
0.059 -0.124 1.081
-0.502 0.325 -0.452
1.023 -0.932 0.837
-0.816 0.398 1.289
0.692 -0.253 -0.090
-1.212 0.242 -1.540
-0.837 0.548 -0.145
1.053 -0.678 -1.243
-0.642 0.482 0.086
0.126 0.419 0.262
1.120 -0.244 0.047
0.530 -0.098 -0.609
-0.245 -0.131 0.776
0.467 -0.180 -0.077
0.209 0.157 0.111
-0.915 0.394 0.539
-0.058 -0.490 0.129
0.938 1.411 1.100
-1.063 0.465 -0.451
0.450 -0.271 -0.003
0.213 -0.007 0.110
-0.041 0.223 -0.679
0.331 1.174 -0.850
0.156 -0.189 0.150
-0.885 -1.091 -0.519
0.542 -0.726 -0.192
0.246 -0.608 0.158
-0.401 -0.082 -0.197
0.764 0.541 -0.486
-0.431 0.223 0.184
-0.136 0.671 1.848
0.136 0.124 -0.014
0.912 0.604 -0.003
-0.273 -0.535 -0.071
-1.566 -0.140 -0.752
0.742 -0.188 -0.063
-0.381 0.335 -0.146
-0.477 -0.284 2.004
0.567 -0.220 -1.057
-0.788 0.219 -0.978
0.268 -0.193 1.301
-1.219 0.415 1.139
0.647 -0.633 -0.391
-0.851 0.434 -0.103
1.916 -1.036 -0.680
0.168 -0.270 0.652
-0.917 -0.214 0.391
-0.168 -0.022 -0.151
-0.112 -0.442 -0.105
0.901 0.042 -1.197
-0.844 -0.683 0.135
-0.013 -0.163 0.048
0.312 -0.043 0.123
0.574 -0.055 -0.374
0.020 0.331 -0.131
-0.126 -0.062 -0.179
0.273 0.086 -0.279
0.265 0.130 -0.278
-0.132 0.405 0.024
-0.432 0.339 0.132
-0.022 0.139 -0.565
0.420 0.129 -0.060
0.398 1.263 -2.132
-0.534 -0.408 -0.627
1.227 0.683 -0.095
-1.843 -0.708 -0.031
0.089 -0.219 -0.232
-0.246 -0.323 1.723
0.237 -0.656 -0.164
-0.332 0.261 -0.244
-0.055 1.760 -1.086
1.493 -1.125 -0.141
-0.090 0.393 0.375
-0.109 0.918 -0.895
0.538 0.691 1.589
-1.171 -0.283 -1.235
-0.927 0.265 -0.249
-0.119 0.748 0.731
-0.884 -2.670 1.729
0.035 0.973 -0.504
0.053 0.749 -0.448
-0.591 -0.056 -0.990
-0.442 -0.269 -1.585
-0.710 0.561 0.883
1.209 -0.204 0.228
0.197 0.172 0.178
-0.125 -0.655 1.085
0.505 -0.045 0.613
0.549 -0.109 0.757
0.400 0.074 0.305
0.101 -0.068 0.089
0.329 -0.010 -0.097
0.070 -0.882 0.202
0.054 0.097 0.187
-0.218 -0.151 0.510
0.488 0.005 -1.001
-0.079 -0.627 -0.123
0.401 -0.199 0.475
-0.133 -0.301 -0.119
0.703 0.602 0.765
0.061 -0.152 0.366
-0.132 0.392 0.098
-0.529 -0.220 -0.452
0.333 0.043 -0.124
0.089 0.390 -0.912
0.032 -0.184 0.188
-0.075 -0.137 0.661


Computed, not measured: the molecule C5H11Cl at a distorted geometry, with ωB97M-V with the def2-TZVPD basis set.

Frontier orbital gap: 11.2863 eV
E_HOMO: -10.440 eV
Lowest unoccupied orbital energy: 0.85 eV
Net charge: 0
F_max: 0.0896 hartree/bohr
Structure (SMILES): CC(C)(C)CCl

Element x y z (Å)
C: -0.994 -1.240 0.513
C: 0.016 0.101 -0.019
C: 0.062 1.354 0.861
C: -0.529 0.512 -1.348
C: 1.363 -0.559 -0.175
Cl: 2.056 -1.048 1.402
H: -1.262 -1.657 -0.364
H: -1.861 -0.891 1.033
H: -0.581 -2.019 1.097
H: 0.646 1.084 1.800
H: -0.935 1.640 1.218
H: 0.687 2.174 0.368
H: -1.340 1.149 -1.166
H: 0.216 1.010 -2.014
H: -0.966 -0.394 -1.810
H: 1.354 -1.437 -0.714
H: 2.071 0.220 -0.684

Cartesian forces, eV/Å:
1.726 4.118 1.141
-1.228 -2.363 1.602
1.815 -0.693 1.636
0.537 -1.507 -1.321
1.552 3.550 0.379
0.324 0.058 0.041
-1.140 -1.398 -2.945
-0.622 0.437 0.218
1.150 -0.312 0.818
-0.748 0.489 -0.985
0.278 0.318 -0.529
-1.245 -0.884 0.460
-1.192 1.182 -0.017
-0.549 -0.375 0.486
0.469 0.629 -0.484
-0.236 -1.718 -1.475
-0.893 -1.531 0.975


Computed, not measured: a cluster of 2 separate species, C5H4NO2S2 in total at a distorted geometry, with ωB97M-V with the def2-TZVPD basis set.

Frontier orbital gap (spin up / spin down): 6.9317 / 7.6142 eV
E_HOMO (spin up / spin down): -3.705 / -4.403 eV
Lowest unoccupied orbital energy (spin up / spin down): 3.23 / 3.21 eV
Net charge: -1
F_max: 0.0803 hartree/bohr

Element x y z (Å)
C: 0.164 -0.385 -0.785
C: 0.940 0.592 -0.106
C: -1.193 -0.467 -0.739
C: 0.178 1.415 0.767
C: -1.783 0.507 0.075
N: -1.170 1.416 0.762
O: -5.159 1.473 0.677
O: -4.784 0.503 -1.546
S: -5.135 -1.437 0.586
S: -4.604 0.357 -0.104
H: 0.628 -1.189 -1.293
H: 1.957 0.648 0.127
H: -1.627 -1.354 -1.091
H: 0.696 1.951 1.504

Cartesian forces, eV/Å:
1.837 0.488 0.062
-3.734 0.452 1.700
0.529 1.506 1.712
-0.053 -1.818 -2.279
-1.888 0.008 -0.549
0.266 -0.210 0.352
0.606 -0.605 -0.160
0.346 -0.187 0.001
0.337 0.272 -0.104
0.078 0.584 0.329
0.871 -0.562 -0.636
1.599 -0.491 -0.622
-1.185 -0.661 -0.654
0.392 1.224 0.849


Computed, not measured: a cluster of 6 separate species, C16H42O8 in total at a distorted geometry, with ωB97M-V with the def2-TZVPD basis set.

Frontier orbital gap: 10.2600 eV
E_HOMO: -9.757 eV
Lowest unoccupied orbital energy: 0.50 eV
Net charge: 0
F_max: 0.0353 hartree/bohr
Structure (SMILES): CCOCCC(=O)OC.CCO.CCO.CCO.CCO.CCO

Element x y z (Å)
C: 1.233 -4.155 1.785
C: 1.565 -2.995 0.853
O: 1.711 -1.745 1.485
C: 0.587 -1.269 2.185
C: -0.706 -1.325 1.392
C: -1.802 -0.497 2.028
O: -1.572 0.409 2.815
O: -3.064 -0.738 1.594
C: -3.477 -2.120 1.622
H: 2.116 -4.468 2.330
H: 0.431 -3.936 2.484
H: 0.900 -4.994 1.173
H: 2.534 -3.202 0.403
H: 0.855 -2.948 0.024
H: 0.790 -0.231 2.429
H: 0.460 -1.784 3.141
H: -1.060 -2.351 1.296
H: -0.566 -0.975 0.370
H: -4.551 -2.189 1.680
H: -3.113 -2.637 0.741
H: -3.015 -2.607 2.481
C: -8.798 -2.819 2.007
C: -7.764 -1.899 1.385
O: -6.719 -2.628 0.742
H: -8.327 -3.486 2.729
H: -9.576 -2.246 2.515
H: -9.274 -3.439 1.244
H: -7.282 -1.293 2.150
H: -8.237 -1.222 0.667
H: -7.114 -3.162 0.049
C: -1.407 -4.864 -1.807
C: -2.362 -5.387 -0.750
O: -3.541 -4.591 -0.651
H: -1.129 -3.832 -1.591
H: -0.500 -5.469 -1.851
H: -1.875 -4.880 -2.793
H: -1.894 -5.354 0.234
H: -2.633 -6.427 -0.958
H: -3.991 -4.616 -1.499
C: 0.501 3.293 3.471
C: 1.093 4.228 2.435
O: 1.848 3.517 1.452
H: 1.290 2.724 3.964
H: -0.056 3.848 4.228
H: -0.178 2.576 3.005
H: 1.785 4.931 2.897
H: 0.301 4.804 1.944
H: 1.253 2.893 1.028
C: 4.574 4.256 -1.343
C: 3.447 5.135 -1.848
O: 2.280 4.368 -2.131
H: 4.825 3.492 -2.077
H: 5.471 4.841 -1.135
H: 4.269 3.747 -0.425
H: 3.727 5.631 -2.777
H: 3.201 5.909 -1.113
H: 2.024 3.944 -1.306
C: 6.770 4.445 -6.072
C: 6.356 4.705 -4.636
O: 6.947 3.778 -3.730
H: 6.500 3.431 -6.366
H: 6.287 5.147 -6.753
H: 7.852 4.546 -6.187
H: 5.279 4.588 -4.524
H: 6.616 5.728 -4.341
H: 7.901 3.865 -3.797

Cartesian forces, eV/Å:
-0.042 -0.032 -0.339
0.206 -0.374 0.050
0.120 0.098 -0.080
-0.125 0.379 0.058
-0.253 -0.428 0.236
0.306 1.349 0.747
-0.470 -1.235 -1.242
-0.023 0.081 0.572
0.898 -0.190 -0.138
0.030 0.007 0.232
-0.070 0.095 0.095
0.031 -0.138 0.005
0.087 0.093 -0.101
-0.219 0.117 0.031
0.153 0.063 0.009
-0.030 -0.152 0.058
0.040 -0.068 -0.039
0.033 0.227 -0.076
-0.210 0.253 -0.068
-0.268 -0.070 -0.265
-0.225 -0.053 0.216
0.071 -0.051 -0.004
-0.071 -0.123 -0.108
-0.014 0.130 0.167
0.004 0.023 0.027
-0.007 0.006 -0.014
-0.044 0.037 -0.008
0.052 0.021 -0.019
-0.006 0.054 0.054
0.002 -0.085 -0.072
-0.041 0.069 0.035
-0.071 0.042 -0.170
0.157 -0.051 0.123
0.020 -0.009 0.018
-0.008 -0.009 -0.006
0.022 -0.045 -0.014
-0.043 -0.005 0.048
0.062 -0.024 0.046
-0.049 0.020 -0.080
0.066 -0.076 -0.062
-0.121 -0.130 -0.019
0.075 0.142 -0.104
0.021 0.042 0.029
-0.016 0.005 -0.012
-0.065 0.028 0.044
0.051 0.013 -0.052
0.017 0.063 0.045
-0.043 -0.129 0.047
-0.039 -0.063 0.023
-0.042 -0.147 0.216
0.002 0.077 -0.144
0.055 0.046 -0.056
0.009 -0.011 0.000
0.014 0.087 0.056
-0.064 -0.005 -0.045
0.088 0.059 -0.030
-0.030 -0.015 0.092
0.016 -0.068 0.032
0.158 -0.017 -0.003
-0.138 0.009 -0.053
-0.037 0.004 -0.003
0.008 0.012 0.006
-0.003 0.054 -0.016
-0.018 -0.016 0.049
-0.068 0.024 -0.027
0.095 -0.012 0.004